# 1
Here is a molecular structure, C8H13Cl2CoInN3O3 from the Open Molecules 2025 dataset. Energies are from ωB97M-V/def2-TZVPD.

* orbital gap (alpha / beta): 4.847 / 4.518 eV
* electronic energy: -3194.10502 a.u.
* multiplicity: 5
* molecular weight: 443.87 g mol⁻¹
* LUMO level (alpha / beta): -16.70 / -17.25 eV
* total charge: +4

Positions of all 31 atoms, in Å:
O (-0.981, 3.166, 1.777)
O (0.209, 6.247, -7.467)
H (0.074, -3.163, 3.003)
H (-2.841, -1.770, 0.314)
C (1.920, -0.479, 1.781)
C (-2.370, -2.636, 0.797)
C (0.256, -0.629, 3.598)
Co (1.196, 3.886, -6.022)
Cl (-1.084, 1.833, -2.259)
H (-0.906, -1.341, -0.634)
C (-0.992, -3.032, 2.786)
C (-0.341, -1.254, 1.252)
H (-0.794, -0.789, 3.869)
H (2.126, 0.445, 1.222)
H (-1.519, -2.619, 3.651)
In (0.553, 0.976, -0.775)
O (2.681, 4.246, -8.539)
H (-3.101, -3.072, 1.490)
N (-0.199, -0.935, -0.032)
C (2.165, 3.999, -7.521)
C (0.559, 5.327, -6.842)
H (0.519, 0.354, 4.024)
Cl (1.840, 2.122, -4.923)
H (2.517, -0.422, 2.704)
H (-2.095, -3.424, 0.066)
N (0.504, -0.675, 2.158)
H (2.248, -1.322, 1.166)
N (-1.248, -2.190, 1.633)
H (-1.424, -4.004, 2.558)
C (-0.341, 2.551, 1.056)
H (0.870, -1.395, 4.107)

Forces on the atoms, in the same order (eV/Å):
2.331 -2.111 -2.592
1.948 -4.814 3.106
-0.252 0.268 -0.054
0.214 -0.252 -0.101
-0.105 -0.237 -0.014
-0.539 0.729 0.178
-0.274 -0.016 1.184
-0.037 -4.279 5.087
1.479 -0.512 0.846
0.230 -0.184 -0.373
0.161 -0.649 0.050
1.851 1.962 -0.123
0.305 0.161 -0.336
-0.079 0.401 0.007
-0.139 -0.181 0.156
-2.486 0.112 -0.525
-2.672 -1.412 5.423
0.111 -0.056 -0.189
0.179 0.774 0.232
6.057 0.766 -9.419
-4.826 9.221 -4.332
0.165 -0.269 -0.451
-0.434 0.731 -0.132
-0.173 0.099 -0.386
0.222 0.244 0.256
-0.246 -1.291 -0.300
0.026 0.038 0.086
-0.769 -1.369 0.353
-0.111 -0.108 0.130
-1.987 1.853 2.369
-0.151 0.382 -0.135

Mulliken atomic charge list, values in e, 8 entries: atom 1 (O): 0.020, atom 2 (O): -0.034, atom 3 (H): 0.396, atom 4 (H): 0.541, atom 5 (C): -1.052, atom 6 (C): -1.151, atom 7 (C): -1.186, atom 8 (Co): 0.257

# 2
Here is 2 unconnected molecules or ions with the total composition C6H6O from the Open Molecules 2025 dataset. Energies are from ωB97M-V/def2-TZVPD.

* orbital gap: 9.361 eV
* electronic energy: -307.22459 a.u.
* molecular weight: 94.11 g mol⁻¹
* LUMO level: 0.73 eV

Positions of all 13 atoms, in Å:
O (1.816, 0.591, -0.097)
C (1.805, -0.679, 0.068)
H (0.298, 1.774, 0.885)
C (-0.391, 0.000, 0.030)
C (0.421, -1.018, -0.117)
H (2.899, -1.486, -0.421)
H (1.956, -0.859, 1.270)
H (-0.073, 1.715, -0.840)
H (0.155, -1.964, -0.147)
C (0.396, 1.197, 0.022)
H (-4.035, -0.781, -0.059)
C (-3.033, -0.140, 0.094)
C (-1.820, 0.119, -0.082)

Forces on the atoms, in the same order (eV/Å):
-0.179 7.882 -1.596
2.899 -5.377 3.730
0.428 1.079 1.520
-1.373 0.118 -0.579
-0.366 -0.049 0.186
-3.584 2.706 0.763
0.212 -0.433 -2.172
1.626 0.610 -0.006
-1.604 -4.452 -0.388
1.730 -0.804 -1.868
2.726 2.409 0.582
1.329 -1.357 -1.515
-3.845 -2.331 1.343

Mulliken atomic charge list, values in e, 8 entries: atom 1 (O): -0.361, atom 2 (C): -0.108, atom 3 (H): 0.283, atom 4 (C): 0.831, atom 5 (C): -0.726, atom 6 (H): 0.233, atom 7 (H): 0.155, atom 8 (H): 0.283

# 3
Here is a single C2H4P2 molecule from the Open Molecules 2025 dataset. Energies are from ωB97M-V/def2-TZVPD.

* orbital gap (alpha / beta): 7.272 / 7.448 eV
* electronic energy: -761.14979 a.u.
* molecular weight: 90.00 g mol⁻¹
* LUMO level (alpha / beta): -0.87 / -0.86 eV

Positions of all 8 atoms, in Å:
H (-0.540, -1.772, -1.716)
C (0.126, 1.053, 0.606)
H (-0.226, 0.992, 1.633)
H (0.776, 1.952, 0.520)
P (-1.459, 0.396, -1.435)
P (0.934, -0.489, 0.032)
H (0.778, -1.206, 1.443)
C (-0.389, -0.926, -1.084)

Forces on the atoms, in the same order (eV/Å):
0.398 -0.906 -0.191
-0.078 0.357 -1.452
-0.682 0.004 -0.300
-0.706 -0.491 -0.343
2.868 -0.595 2.786
0.110 -0.618 1.911
-0.048 0.391 -2.357
-1.864 1.858 -0.054

Just the Mulliken charges please, in e? Sure, here they are: atom 1 (H): 0.363, atom 2 (C): -0.659, atom 3 (H): 0.243, atom 4 (H): 0.229, atom 5 (P): 0.063, atom 6 (P): -0.068, atom 7 (H): 0.038, atom 8 (C): -0.211

# 4
Here is 2 unconnected molecules or ions with the total composition C8H13NO3S2 from the Open Molecules 2025 dataset. Energies are from ωB97M-V/def2-TZVPD.

* orbital gap (alpha / beta): 7.280 / 7.533 eV
* electronic energy: -1389.35283 a.u.
* molecular weight: 235.33 g mol⁻¹
* LUMO level (alpha / beta): 0.09 / 0.34 eV

Positions of all 27 atoms, in Å:
C (1.701, -0.484, -0.158)
H (3.279, -2.924, -0.370)
S (1.242, -2.218, 0.160)
H (1.039, -0.196, -2.741)
S (2.484, 0.328, 1.311)
H (-2.941, 0.147, -0.977)
N (2.395, -0.467, -1.423)
O (-0.371, 1.649, -1.499)
C (-1.454, 0.779, 0.533)
H (3.315, -1.810, -2.710)
C (2.458, -2.902, -1.055)
O (0.683, -0.799, -3.379)
H (3.134, 0.260, -1.621)
H (-1.504, 0.348, 2.723)
H (2.140, -3.898, -1.285)
H (0.089, 1.011, 2.183)
H (-2.051, -1.301, -0.165)
O (0.844, -3.065, -3.408)
H (-1.962, 1.804, 0.588)
C (-0.790, 0.314, 1.825)
C (-0.492, 0.949, -0.561)
C (-2.529, -0.245, 0.058)
C (2.446, -1.805, -2.122)
C (1.178, -1.980, -3.041)
H (-0.464, -0.711, 1.733)
H (2.737, 1.640, 0.913)
H (-3.164, -0.333, 0.838)

Forces on the atoms, in the same order (eV/Å):
-0.023 0.407 -0.603
1.315 -0.096 -0.585
-0.481 0.892 -0.045
0.608 1.341 0.935
0.539 0.155 -0.752
0.245 -0.934 2.344
0.334 0.115 0.046
-0.372 -0.143 0.346
-1.289 0.761 0.120
1.193 -0.120 -1.085
-0.810 1.535 1.402
-1.415 -1.415 -1.309
-1.197 -1.519 0.622
0.586 -0.086 -1.461
-0.201 -0.286 -0.682
-1.701 -1.557 -1.005
-0.773 2.113 0.499
-0.512 0.131 -0.413
0.512 -1.191 0.387
0.228 2.134 2.311
2.319 -0.812 -0.527
3.220 -0.410 -4.735
-1.302 0.495 1.583
1.795 0.174 0.783
0.349 -0.176 -0.049
-0.513 -1.186 -0.158
-2.657 -0.324 2.032

Mulliken atomic charge list, values in e, 8 entries: atom 1 (C): 0.108, atom 2 (H): 0.398, atom 3 (S): -0.246, atom 4 (H): 0.449, atom 5 (S): -0.297, atom 6 (H): 0.337, atom 7 (N): -0.356, atom 8 (O): -0.464

# 5
Here is a single C4H7N2P molecule from the Open Molecules 2025 dataset. Energies are from ωB97M-V/def2-TZVPD.

* orbital gap: 9.664 eV
* electronic energy: -607.41978 a.u.
* molecular weight: 114.09 g mol⁻¹
* structure (SMILES): Cc1cpnn1C
* LUMO level: 0.85 eV

Positions of all 14 atoms, in Å:
H (-1.151, 0.701, 1.548)
H (-1.537, -1.063, -1.700)
C (-1.230, -0.355, -0.869)
H (0.176, 1.446, 2.342)
H (-2.049, -0.279, -0.169)
N (0.555, 0.225, 0.651)
N (1.898, 0.004, 0.953)
C (0.165, -0.502, -0.378)
C (-0.254, 1.099, 1.454)
H (-0.440, 1.985, 0.876)
P (2.683, -0.945, -0.039)
H (-1.082, 0.526, -1.526)
H (1.084, -1.641, -2.108)
C (1.182, -1.200, -1.034)

Forces on the atoms, in the same order (eV/Å):
-4.124 -2.073 1.120
0.631 0.112 1.429
0.010 0.037 -2.988
0.922 -0.253 1.308
0.089 0.261 0.222
3.644 -1.399 1.263
-1.873 2.136 1.852
-0.418 -1.378 -1.877
2.705 1.807 -2.202
0.009 0.772 -0.440
-1.309 -0.839 -2.025
-0.981 0.372 0.657
-0.025 0.581 2.439
0.718 -0.136 -0.758

Mulliken atomic charge list, values in e, 8 entries: atom 1 (H): 0.403, atom 2 (H): 0.322, atom 3 (C): -1.331, atom 4 (H): 0.309, atom 5 (H): 0.330, atom 6 (N): 0.534, atom 7 (N): -0.666, atom 8 (C): 0.536

# 6
Here is a single C5H8N2O molecule from the Open Molecules 2025 dataset. Energies are from ωB97M-V/def2-TZVPD.

* orbital gap: 8.752 eV
* electronic energy: -379.96058 a.u.
* molecular weight: 112.13 g mol⁻¹
* structure (SMILES): C=CN(N)C(=C)C=O
* LUMO level: 0.53 eV

Positions of all 16 atoms, in Å:
H (-1.280, -1.675, 1.360)
H (1.386, -0.071, 2.169)
O (2.650, 1.152, 0.515)
H (-3.376, -0.674, 0.583)
H (2.096, 1.730, -1.327)
C (0.492, 0.319, -0.520)
N (0.102, -0.215, 0.663)
C (1.881, 1.138, -0.411)
H (-2.454, 0.581, -0.385)
H (-0.872, -0.352, -1.992)
H (0.383, 0.869, -2.542)
N (0.998, -0.785, 1.557)
H (1.780, -1.240, 1.092)
C (-0.062, 0.308, -1.739)
C (-2.426, -0.277, 0.265)
C (-1.298, -0.808, 0.713)

Forces on the atoms, in the same order (eV/Å):
-0.040 0.037 0.050
-0.156 -0.132 -0.256
-0.463 -0.038 -0.350
0.019 -0.343 -0.131
-0.096 -0.207 0.027
3.388 1.973 -0.313
-3.923 -1.430 -0.477
-1.429 -0.516 -0.346
0.049 0.207 0.041
-0.370 0.123 0.060
0.171 0.150 -0.008
0.363 -0.360 0.569
-0.267 0.094 -0.068
0.202 -0.431 0.308
0.323 0.177 -0.179
2.230 0.697 1.071

Mulliken atomic charge list, values in e, 8 entries: atom 1 (H): 0.378, atom 2 (H): 0.280, atom 3 (O): -0.473, atom 4 (H): 0.270, atom 5 (H): 0.268, atom 6 (C): 0.773, atom 7 (N): 0.246, atom 8 (C): -0.023

# 7
Here is a single C26H33N3O7 molecule from the Open Molecules 2025 dataset. Energies are from ωB97M-V/def2-TZVPD.

* orbital gap: 8.225 eV
* electronic energy: -1701.49970 a.u.
* molecular weight: 499.56 g mol⁻¹
* structure (SMILES): CCOC(=O)c1[nH]c(C)c(/C(O)=C2\C(=O)C(=O)N(CCN(C)C)[C@H]2c2cccc(OC)c2OC)c1C
* LUMO level: 0.07 eV

Positions of all 69 atoms, in Å:
C (-0.646, 1.288, 0.498)
H (0.467, 4.210, -1.393)
H (0.398, -5.710, -3.823)
C (-0.391, -0.468, -1.295)
O (-2.112, -2.590, -1.266)
H (1.596, 6.681, 5.261)
O (1.715, 2.439, -1.070)
H (-0.392, -6.545, 0.787)
C (-0.162, -1.663, -0.384)
H (2.416, -3.166, -5.447)
H (1.519, -2.900, -1.997)
C (1.390, 0.499, -2.504)
C (-3.214, -3.471, -1.252)
C (-0.004, 4.106, 2.720)
O (-1.544, 0.526, 1.153)
C (-0.317, 3.820, 0.526)
C (1.549, -3.782, -5.219)
H (-1.594, -0.358, 0.762)
C (-0.046, 0.853, -0.644)
C (-0.769, -3.881, 0.371)
C (0.279, -4.709, -3.408)
C (-0.394, 2.566, 1.132)
H (2.523, -2.236, -3.293)
N (0.500, -0.517, -2.435)
H (0.528, 0.919, 3.312)
H (-1.431, -0.486, -1.653)
C (-1.048, -2.748, -0.420)
C (1.546, -2.669, -3.065)
H (-0.678, -4.303, -3.771)
C (0.464, -1.606, -3.374)
H (-1.372, -5.879, 2.128)
H (-2.154, -6.795, 0.817)
H (0.066, 2.128, 4.529)
H (1.639, -0.849, 0.422)
H (-2.949, -4.458, -1.632)
O (2.233, 0.637, -3.363)
C (0.358, -3.876, 1.183)
H (2.090, -2.822, 1.850)
H (0.640, -1.191, -4.371)
C (1.220, -2.793, 1.215)
C (0.258, 4.857, 3.932)
H (1.700, -4.772, -5.650)
H (0.033, 5.714, 1.362)
H (-3.640, -3.569, -0.251)
H (-1.174, 1.222, 3.643)
N (-0.090, 4.723, 1.493)
C (-0.499, 4.224, -0.886)
O (-1.623, -4.949, 0.287)
C (1.086, 1.434, -1.336)
H (-0.150, 8.758, 3.826)
O (0.398, 6.176, 3.662)
H (-0.916, 5.228, -0.948)
C (-0.211, 2.751, 2.528)
N (1.427, -3.916, -3.784)
C (0.779, 8.447, 4.296)
C (0.667, 7.015, 4.784)
H (0.662, -3.333, -5.692)
O (0.343, 4.405, 5.051)
C (-1.354, -6.097, 1.055)
H (1.583, 8.533, 3.571)
C (-0.195, 1.692, 3.570)
H (-3.948, -3.010, -1.914)
H (0.988, 9.102, 5.137)
H (0.581, -4.734, 1.795)
H (-0.145, 6.903, 5.512)
H (0.236, -4.785, -2.322)
H (-1.152, 3.525, -1.403)
C (0.967, -1.693, 0.426)
H (-0.531, -2.053, -3.332)

Forces on the atoms, in the same order (eV/Å):
0.264 0.103 -0.455
-0.078 0.049 -0.037
-0.092 -0.061 0.014
-0.379 0.094 0.097
0.538 -0.004 0.107
-0.171 0.032 -0.038
0.072 -0.437 -0.361
-0.025 0.027 0.027
-0.238 -0.257 -0.009
0.052 0.042 -0.091
0.039 0.064 -0.036
0.251 -0.115 -0.579
-0.512 -0.243 -0.123
-0.093 -0.633 0.049
-0.061 0.149 -0.009
-0.155 -0.230 -0.101
0.022 -0.089 0.105
0.113 -0.030 0.053
-0.410 -0.223 0.155
-0.068 -0.190 0.054
0.127 0.013 -0.048
-0.104 0.235 0.154
-0.030 0.048 0.090
-0.032 0.164 0.163
0.033 -0.106 0.013
0.219 0.050 0.100
0.035 0.271 0.014
-0.033 0.159 0.078
-0.073 -0.002 0.007
0.289 -0.329 -0.224
0.022 -0.005 -0.042
0.083 0.000 0.061
0.023 -0.091 0.053
0.084 0.108 0.032
-0.051 0.104 0.040
0.078 0.095 0.078
-0.173 -0.155 -0.061
0.096 -0.010 0.073
-0.114 -0.048 0.049
0.082 0.152 -0.086
0.043 0.007 0.361
-0.010 0.010 -0.116
-0.047 -0.080 -0.034
0.021 -0.001 -0.062
-0.006 -0.068 0.052
0.048 0.119 -0.142
0.240 0.098 -0.067
0.107 0.482 -0.209
0.087 0.623 0.571
-0.075 0.090 -0.032
-0.043 -0.040 -0.332
-0.112 0.035 -0.037
0.096 0.533 0.137
-0.008 -0.052 -0.046
-0.065 -0.462 -0.052
0.091 0.260 0.486
-0.019 0.025 -0.061
-0.006 0.082 -0.168
0.037 -0.217 0.128
0.085 0.073 -0.056
-0.040 0.034 0.167
0.026 -0.047 0.059
0.022 0.085 0.072
-0.030 -0.114 0.053
0.162 -0.006 -0.088
-0.062 -0.045 0.094
-0.064 -0.016 -0.050
-0.107 -0.167 0.062
-0.001 0.055 -0.053

Mulliken atomic charge list, values in e, 8 entries: atom 1 (C): 1.571, atom 2 (H): 0.301, atom 3 (H): 0.411, atom 4 (C): -0.964, atom 5 (O): -0.380, atom 6 (H): 0.320, atom 7 (O): -0.713, atom 8 (H): 0.393